ORCA calculation (ωB97M-V/def2-TZVPD) on a molecular structure, C5H7N in a non-equilibrium geometry.

Properties
Total energy, eV: -6784.808
Energy relative to the best compared isomer or geometry (same formula, charge and spin), kJ/mol: 357.4
Spin multiplicity: 1
Frontier orbital gap, eV: 9.651
Largest force on an atom, eV/Å: 1.8
E_HOMO, hartree: -0.3267
LUMO level, eV: 0.761

Each line ends with the natural charge from an NBO analysis.
Element x y z (Å)
C (1.39, 0.52, -0.10)  -0.63
C (0.41, -0.61, -0.30)  -0.20
C (-0.60, -0.92, 0.78)  -0.43
C (-1.41, -0.35, -0.33)  -0.31
C (-1.69, 1.06, -0.28)  0.21
N (-2.04, 2.17, -0.29)  -0.33
H (1.89, 0.81, -1.03)  0.22
H (2.16, 0.21, 0.62)  0.23
H (0.89, 1.41, 0.31)  0.24
H (0.81, -1.52, -0.77)  0.24
H (-0.48, -0.31, 1.68)  0.23
H (-0.77, -1.97, 0.99)  0.22
H (-0.56, -0.50, -1.29)  0.31